# C4H11N3O

2 unconnected molecules or ions with the total composition C4H11N3O in a non-equilibrium geometry (the ωB97M-V functional and the def2-TZVPD basis, the Open Molecules 2025 dataset).

```
19
C4H11N3O the ωB97M-V functional and the def2-TZVPD basis
C -0.030 1.452 -1.529
C 1.060 -2.067 0.348
H -0.714 -0.033 -0.260
H 1.817 -1.349 0.716
O 0.797 0.758 -2.114
H -1.322 3.097 -2.017
H 1.065 -1.415 2.895
C -0.641 -1.267 1.808
H 0.162 3.106 -2.877
N -0.811 0.943 -0.517
C -0.274 2.914 -1.901
H -1.616 -0.793 1.946
H -1.588 1.461 -0.168
H -0.237 -0.683 3.731
N -0.293 -1.635 0.645
H 0.249 3.532 -1.174
H 1.051 -2.247 -0.727
H 1.293 -3.009 0.853
N 0.071 -1.297 2.962
```

Summary:
lowest unoccupied orbital energy	0.7	eV
total energy	-398.5214	Ha
F_max	1.373	eV Å⁻¹
frontier orbital gap	0.366	Eh
HOMO	-9.2	eV
spin multiplicity	1
charge	0
SMILES string	C/N=C\N.CC(N)=O